ORCA calculation (ωB97M-V with the def2-TZVPD basis set) on a 2-piece molecular cluster, C30H50BN4O11PS overall.

Each atom is followed by the atoms it is bonded to, with distances in Å.
Cartesian coordinates (Å):
1 C 8.208 -1.823 -1.634  C2 1.344, H42 1.083, H43 1.084
2 C 8.405 -0.541 -1.281  C1 1.344, C3 1.480, H44 1.084
3 C 7.543 0.505 -1.875  C2 1.480, O4 1.193, O5 1.364
4 O 6.952 0.374 -2.904  C3 1.193
5 O 7.440 1.645 -1.135  C3 1.364, C6 1.450
6 C 6.591 1.475 0.028  O5 1.450, C7 1.541, H45 1.084, H46 1.090
7 C 5.106 1.491 -0.381  C6 1.541, C8 1.545, H47 1.090, H48 1.086
8 C 4.373 0.161 -0.097  C7 1.545, C9 1.542, H49 1.089, H50 1.088
9 C 3.231 -0.028 -1.115  C8 1.542, C10 1.543, H51 1.088, H52 1.089
10 C 1.961 -0.664 -0.512  C9 1.543, C11 1.548, H53 1.088, H54 1.083
11 C 0.649 0.033 -0.947  C10 1.548, C12 1.548, H55 1.087, H56 1.093
12 C -0.118 -0.738 -2.048  C11 1.548, C13 1.544, O25 1.465, C31 1.572
13 C -0.589 -2.128 -1.569  C12 1.544, C14 1.550, H57 1.087, H58 1.085
14 C -0.987 -2.280 -0.079  C13 1.550, C15 1.537, H59 1.086, H60 1.091
15 C -0.015 -3.091 0.792  C14 1.537, N16 1.471, H61 1.099, H62 1.088
16 N 0.569 -2.264 1.859  C15 1.471, C17 1.458, H63 1.012
17 C -0.380 -2.053 2.944  N16 1.458, C18 1.519, H64 1.090, H65 1.099
18 C -0.207 -0.741 3.691  C17 1.519, C19 1.397, C23 1.399
19 C -1.322 -0.139 4.280  C18 1.397, C20 1.391, H66 1.085
20 C -1.252 1.065 4.974  C19 1.391, C21 1.391, H67 1.083
21 C -0.037 1.733 5.078  C20 1.391, C22 1.391, H68 1.080
22 C 1.093 1.150 4.513  C21 1.391, C23 1.399, H69 1.083
23 C 1.013 -0.075 3.844  C18 1.399, C22 1.399, O24 1.384
24 O 2.186 -0.621 3.353  C23 1.384, H70 0.961
25 O 0.982 -1.095 -2.947  C12 1.465, C26 1.342
26 C 1.295 -0.069 -3.754  O25 1.342, O27 1.181, C28 1.554
27 O 2.297 0.015 -4.372  C26 1.181
28 C 0.085 0.906 -3.720  C26 1.554, P29 1.835, C31 1.565, H71 1.088
29 P -0.114 1.363 -5.486  C28 1.835, N30 1.578, H72 1.410, H73 1.403
30 N 0.824 2.593 -5.796  P29 1.578, H74 1.012
31 C -1.049 0.136 -2.965  C12 1.572, C28 1.565, B32 1.620, N37 1.472
32 B -1.818 1.146 -1.957  C31 1.620, O33 1.393, N34 1.433
33 O -1.208 2.364 -1.669  B32 1.393, H75 0.963
34 N -3.112 0.914 -1.386  B32 1.433, C35 1.473, C36 1.476
35 C -3.480 -0.493 -1.150  N34 1.473, H76 1.082, H77 1.087, H78 1.095
36 C -3.327 1.642 -0.121  N34 1.476, H79 1.083, H80 1.094, H81 1.091
37 N -1.870 -0.478 -4.021  C31 1.472, C38 1.447, C39 1.405
38 C -3.161 0.092 -4.341  N37 1.447, H82 1.093, H83 1.088, H84 1.089
39 C -1.597 -1.758 -4.532  N37 1.405, C40 1.529, O41 1.199
40 C -2.676 -2.828 -4.371  C39 1.529, H85 1.083, H86 1.087, H87 1.089
41 O -0.593 -2.038 -5.123  C39 1.199
42 H 8.219 -2.632 -0.915  C1 1.083
43 H 7.998 -2.068 -2.670  C1 1.084
44 H 9.207 -0.296 -0.593  C2 1.084
45 H 6.817 2.339 0.643  C6 1.084
46 H 6.866 0.552 0.539  C6 1.090
47 H 4.632 2.310 0.160  C7 1.090
48 H 5.077 1.723 -1.442  C7 1.086
49 H 5.123 -0.611 -0.265  C8 1.089
50 H 4.016 0.183 0.930  C8 1.088
51 H 3.575 -0.678 -1.917  C9 1.088
52 H 3.019 0.933 -1.584  C9 1.089
53 H 2.015 -0.488 0.560  C10 1.088
54 H 1.924 -1.733 -0.676  C10 1.083
55 H 0.959 1.005 -1.324  C11 1.087
56 H 0.026 0.235 -0.071  C11 1.093
57 H -1.408 -2.517 -2.168  C13 1.087
58 H 0.240 -2.803 -1.752  C13 1.085
59 H -1.243 -1.346 0.412  C14 1.086
60 H -1.905 -2.869 -0.077  C14 1.091
61 H -0.574 -3.915 1.257  C15 1.099
62 H 0.783 -3.549 0.212  C15 1.088
63 H 1.336 -2.799 2.245  N16 1.012
64 H -1.401 -2.043 2.563  C17 1.090
65 H -0.348 -2.844 3.706  C17 1.099
66 H -2.295 -0.616 4.227  C19 1.085
67 H -2.133 1.494 5.436  C20 1.083
68 H 0.074 2.682 5.582  C21 1.080
69 H 2.053 1.645 4.588  C22 1.083
70 H 2.747 0.110 3.081  O24 0.961
71 H 0.497 1.798 -3.253  C28 1.088
72 H -1.443 1.763 -5.729  P29 1.410
73 H 0.237 0.279 -6.306  P29 1.403
74 H 1.497 2.364 -6.516  N30 1.012
75 H -0.797 2.361 -0.799  O33 0.963
76 H -3.088 -1.174 -1.894  C35 1.082
77 H -3.217 -0.776 -0.133  C35 1.087
78 H -4.571 -0.575 -1.199  C35 1.095
79 H -3.325 2.714 -0.279  C36 1.083
80 H -2.631 1.322 0.660  C36 1.094
81 H -4.323 1.376 0.239  C36 1.091
82 H -3.946 -0.041 -3.592  C38 1.093
83 H -3.095 1.157 -4.556  C38 1.088
84 H -3.522 -0.367 -5.260  C38 1.089
85 H -2.187 -3.772 -4.163  C40 1.083
86 H -3.369 -2.549 -3.580  C40 1.087
87 H -3.214 -2.893 -5.315  C40 1.089
88 C -6.902 1.565 5.550  C89 1.514, O94 1.434, H95 1.092, H96 1.086
89 C -6.878 2.552 6.698  C88 1.514, O90 1.433, H97 1.086, H98 1.092
90 O -5.743 2.157 7.480  C89 1.433, S91 1.601
91 S -4.605 1.568 6.520  O90 1.601, O92 1.417, O93 1.415, O94 1.602
92 O -3.677 2.604 6.249  S91 1.417
93 O -4.206 0.304 7.015  S91 1.415
94 O -5.521 1.364 5.222  C88 1.434, S91 1.602
95 H -7.326 0.607 5.855  C88 1.092
96 H -7.441 1.942 4.686  C88 1.086
97 H -7.780 2.518 7.301  C89 1.086
98 H -6.713 3.572 6.345  C89 1.092

Results
- HOMO: -7.66 eV
- SMILES string: C=CC(=O)OCCCCCC[C@]1(CCCNCc2ccccc2O)OC(=O)[C@@H]([PH2]=N)[C@@]1(B(O)N(C)C)N(C)C(C)=O.O=S1(=O)OCCO1
- Gap between HOMO and LUMO: 7.835 eV
- Energy relative to the best compared isomer or geometry (same formula, charge and spin): 0.0 kcal per mole
- Total energy: -2984.0754 a.u.
- Maximum force: 2.4 eV/A

Results of the Löwdin charge analysis, in e, for atoms 1 through 8: C 0.068; C -0.077; C -0.523; O 0.144; O -0.033; C -0.160; C -0.160; C -0.170